Molecular formula: C34H26F3N2OReS2Sb
Method: DFT, the ωB97M-V functional and the def2-TZVPD basis

Atoms and positions in Å:
Re  0.963  -0.783  0.436
C  1.963  -5.201  0.707
C  1.979  -3.720  0.949
N  1.069  -2.939  0.407
N  0.080  -3.682  -0.238
C  -0.839  -3.045  -0.832
S  -0.846  -1.259  -0.860
S  -2.070  -3.960  -1.634
C  -2.994  -2.731  -2.586
C  -3.910  -1.788  -1.842
C  -4.198  -0.560  -2.435
C  -5.125  0.297  -1.863
C  -5.771  -0.064  -0.688
C  -5.468  -1.273  -0.080
C  -4.539  -2.132  -0.652
C  3.017  -3.227  1.857
C  3.903  -4.128  2.465
C  4.832  -3.713  3.402
C  4.899  -2.377  3.768
C  4.040  -1.461  3.184
C  3.126  -1.888  2.239
O  2.338  -0.934  1.670
H  1.242  -5.494  -0.038
H  2.958  -5.514  0.390
H  1.736  -5.717  1.642
H  -2.306  -2.184  -3.230
H  -3.578  -3.381  -3.245
H  -3.715  -0.287  -3.366
H  -5.361  1.235  -2.351
H  -6.516  0.591  -0.254
H  -5.977  -1.565  0.830
H  -4.331  -3.087  -0.184
H  3.869  -5.176  2.216
H  5.499  -4.437  3.849
H  5.617  -2.045  4.505
H  4.079  -0.413  3.448
F  2.732  4.265  -5.435
C  2.191  3.670  -4.381
C  2.099  4.380  -3.193
C  1.533  3.758  -2.094
C  1.081  2.443  -2.206
C  1.180  1.747  -3.409
C  1.744  2.366  -4.512
Sb  0.189  1.523  -0.572
C  1.446  1.659  1.101
C  2.818  1.919  0.904
C  3.637  2.145  1.982
C  3.066  2.117  3.253
F  3.861  2.289  4.294
C  1.715  1.903  3.488
C  0.899  1.687  2.400
C  -1.735  2.199  -0.202
C  -2.216  3.310  -0.893
C  -3.489  3.781  -0.621
C  -4.241  3.130  0.342
F  -5.469  3.568  0.594
C  -3.783  2.020  1.034
C  -2.519  1.543  0.746
H  2.465  5.396  -3.147
H  1.456  4.304  -1.161
H  0.828  0.726  -3.498
H  1.842  1.860  -5.462
H  3.235  1.921  -0.097
H  4.697  2.335  1.876
H  1.339  1.914  4.502
H  -0.162  1.531  2.552
H  -1.613  3.809  -1.642
H  -3.903  4.636  -1.137
H  -4.425  1.538  1.758
H  -2.167  0.649  1.247

Results
- Total charge: +2
- LUMO (alpha / beta): -8.0 / -7.8 eV
- 2S+1: 2
- Orbital gap (alpha / beta): 0.207 / 0.215 Ha
- HOMO energy (alpha / beta): -13.6 / -13.6 eV
- <S²>: 0.7668
- Energy above the lowest of the compared OMol25 structures with the same formula, charge and spin: 6.4 kJ/mol

Now the Mulliken charges, all in e: 0.65 -1.62 1.37 0.40 -1.01 0.39 -0.22 -0.02 -1.02 0.52 -0.38 -0.61 -0.61 -0.67 -0.25 0.15 -0.65 -1.09 -0.73 -0.30 0.85 -0.19 0.39 0.44 0.42 0.40 0.51 0.40 0.47 0.52 0.44 0.44 0.37 0.42 0.48 0.26 -0.29 0.26 -0.68 -0.15 -0.05 -0.52 -0.62 1.68 -0.84 -0.17 -0.50 0.17 -0.34 -0.60 0.08 0.47 -0.54 -0.72 0.17 -0.33 -0.83 -0.23 0.47 0.51 0.42 0.48 0.52 0.49 0.53 0.47 0.43 0.50 0.48 0.39

***

Molecular formula: C8H8N4O
Method: DFT, the ωB97M-V functional and the def2-TZVPD basis

Atoms and positions in Å:
C  -2.380  -1.167  -1.312
C  -1.375  -0.769  -0.267
C  -1.801  -0.229  0.923
C  -0.922  0.203  2.018
O  -1.463  0.519  3.067
N  0.447  0.422  1.907
C  1.199  0.495  0.722
C  2.243  1.366  0.672
N  3.023  1.446  -0.395
C  2.634  0.795  -1.489
N  1.629  -0.041  -1.532
C  0.964  -0.246  -0.432
N  -0.064  -1.099  -0.593
H  -2.511  -2.273  -1.358
H  -2.017  -0.779  -2.253
H  -3.344  -0.725  -1.174
H  -2.840  0.001  1.085
H  0.842  0.785  2.756
H  2.517  1.923  1.569
H  3.174  0.898  -2.400
H  0.047  -1.525  -1.515

Results
- Total charge: 0
- LUMO: 0.4 eV
- Orbital gap: 0.335 Ha
- HOMO energy: -8.7 eV
- Energy above the lowest of the compared OMol25 structures with the same formula, charge and spin: 0.0 kJ/mol

Now the Mulliken charges, all in e: -1.48 0.79 -0.50 0.28 -0.64 -0.19 0.73 -0.42 -0.61 -0.21 -0.62 0.38 -0.27 0.27 0.42 0.38 0.33 0.22 0.38 0.41 0.34

***

Molecular formula: C41H54IKN2O6P3S
Method: DFT, the ωB97M-V functional and the def2-TZVPD basis

Atoms and positions in Å:
K  -0.412  0.249  -0.074
C  0.773  -5.019  -0.778
C  0.398  -3.635  -0.311
C  1.541  -2.639  -0.378
O  -0.683  -3.164  -1.193
P  -1.999  -2.575  -0.568
O  -1.828  -1.467  0.402
C  -2.913  -2.074  -2.042
P  -2.330  -0.411  -2.450
O  -0.891  -0.323  -2.158
O  -2.834  -0.002  -3.870
C  -2.433  -0.508  -5.197
C  -1.052  -1.132  -5.201
C  -3.525  -1.434  -5.685
O  -3.138  0.559  -1.502
C  -4.579  0.794  -1.631
C  -4.775  2.211  -2.114
C  -5.182  0.520  -0.274
O  -2.685  -3.850  0.058
C  -3.776  -3.706  1.040
C  -3.211  -4.053  2.398
C  -4.904  -4.604  0.593
H  1.564  -5.424  -0.144
H  1.135  -4.982  -1.809
H  -0.087  -5.688  -0.732
H  0.014  -3.683  0.710
H  1.901  -2.540  -1.406
H  2.356  -2.989  0.258
H  1.229  -1.657  -0.023
H  -3.987  -2.075  -1.841
H  -2.689  -2.786  -2.838
H  -2.421  0.393  -5.803
H  -1.015  -2.040  -4.588
H  -0.286  -0.446  -4.837
H  -0.817  -1.417  -6.228
H  -3.557  -2.351  -5.090
H  -3.331  -1.713  -6.722
H  -4.501  -0.949  -5.635
H  -4.979  0.098  -2.372
H  -4.374  2.914  -1.379
H  -5.840  2.415  -2.246
H  -4.268  2.369  -3.066
H  -4.781  1.217  0.465
H  -4.959  -0.496  0.060
H  -6.266  0.642  -0.319
H  -4.100  -2.662  1.046
H  -2.832  -5.078  2.395
H  -3.991  -3.973  3.158
H  -2.399  -3.374  2.663
H  -4.570  -5.644  0.568
H  -5.259  -4.332  -0.403
H  -5.740  -4.525  1.291
I  -0.757  -0.177  3.342
C  0.556  0.276  4.914
C  0.319  -0.525  5.995
C  1.026  -0.353  7.200
C  1.926  0.656  7.292
C  2.186  1.508  6.191
C  3.103  2.569  6.388
C  3.379  3.439  5.387
C  2.791  3.237  4.125
C  1.927  2.205  3.848
P  1.418  2.028  2.063
C  2.875  2.820  1.265
C  2.873  4.048  0.617
C  4.031  4.537  0.018
C  5.211  3.814  0.077
C  5.231  2.589  0.741
C  4.069  2.092  1.315
C  0.097  3.304  1.919
C  -0.499  3.512  0.668
C  -1.506  4.455  0.502
C  -1.963  5.181  1.592
C  -1.404  4.963  2.842
C  -0.377  4.038  3.003
C  1.539  1.323  4.926
H  -0.436  -1.298  5.932
H  0.824  -1.005  8.041
H  2.462  0.838  8.216
H  3.564  2.674  7.363
H  4.061  4.267  5.539
H  3.060  3.925  3.336
H  1.964  4.634  0.567
H  4.005  5.490  -0.497
H  6.113  4.201  -0.381
H  6.156  2.031  0.819
H  4.093  1.142  1.842
H  -0.159  2.954  -0.198
H  -1.935  4.614  -0.480
H  -2.752  5.913  1.468
H  -1.759  5.522  3.700
H  0.053  3.894  3.986
C  5.435  -0.916  -1.139
C  4.294  -0.716  -2.086
C  4.041  -1.505  -3.164
C  2.951  -1.153  -3.986
N  2.158  -0.123  -3.746
C  2.384  0.661  -2.652
S  1.456  1.988  -2.215
N  3.473  0.331  -1.866
C  2.632  -1.987  -5.191
H  5.861  -1.908  -1.265
H  5.113  -0.793  -0.104
H  6.216  -0.178  -1.336
H  4.670  -2.356  -3.386
H  3.647  0.956  -1.084
H  3.492  -2.566  -5.523
H  2.277  -1.348  -5.998
H  1.826  -2.684  -4.940

Results
- Total charge: +1
- LUMO: -1.9 eV
- Orbital gap: 0.293 Ha
- HOMO energy: -9.8 eV
- Energy above the lowest of the compared OMol25 structures with the same formula, charge and spin: 88.1 kJ/mol

Mulliken atomic charge list, values in e, 99 entries: 2.33 -1.65 0.76 -0.65 -0.15 -0.49 -0.56 -0.31 -0.60 -0.34 -0.27 0.48 -1.09 -1.40 -0.20 0.59 -1.49 -1.02 -0.22 1.34 -1.39 -1.45 0.45 0.28 0.40 0.41 0.06 0.63 -0.46 0.58 0.34 0.36 0.14 0.23 0.54 0.22 0.46 0.37 0.42 0.26 0.42 0.34 0.28 0.02 0.44 -0.23 0.32 0.43 0.23 0.31 0.34 0.41 0.19 0.08 -0.72 -0.88 -0.82 0.97 -0.79 -1.28 0.26 0.00 0.08 0.38 0.06 -0.74 -0.59 -0.47 -0.95 1.15 -0.03 -0.99 -0.69 -0.74 -0.62 0.03 0.41 0.39 0.37 0.39 0.44 0.60 0.43 0.43 0.40 0.51 0.38 0.19 0.55 0.40 0.44 0.36 -1.46 1.25 -1.23 1.07 -0.34 0.15 -0.37

***

Molecular formula: C9H14SSi
Method: DFT, the ωB97M-V functional and the def2-TZVPD basis

Atoms and positions in Å:
C  -0.135  -1.439  2.307
Si  -0.378  -1.630  0.472
C  -1.605  -0.321  0.018
C  -1.101  -3.320  0.053
S  1.331  -1.274  -0.824
C  1.250  0.523  -0.846
C  1.681  1.317  0.221
C  1.518  2.683  0.165
C  0.912  3.276  -0.904
C  0.450  2.516  -1.963
C  0.650  1.150  -1.942
H  0.700  -2.053  2.623
H  0.003  -0.414  2.631
H  -1.053  -1.837  2.728
H  -2.589  -0.662  0.292
H  -1.550  -0.061  -1.047
H  -1.393  0.579  0.608
H  -0.554  -4.105  0.571
H  -1.089  -3.519  -1.013
H  -2.143  -3.313  0.400
H  2.187  0.839  1.007
H  1.738  3.263  1.032
H  0.824  4.342  -0.998
H  -0.012  2.918  -2.832
H  0.359  0.541  -2.760

Results
- Total charge: 0
- LUMO: 0.8 eV
- Orbital gap: 0.354 Ha
- HOMO energy: -8.8 eV
- Energy above the lowest of the compared OMol25 structures with the same formula, charge and spin: 0.0 kJ/mol

Now the Mulliken charges, all in e: -1.02 0.47 -1.07 -1.05 -0.28 0.06 -0.24 -0.61 -0.37 -0.54 -0.42 0.31 0.34 0.31 0.44 0.30 0.28 0.31 0.29 0.32 0.51 0.38 0.37 0.42 0.48

***

What is the energy above the lowest of the compared OMol25 structures with the same formula, charge and spin in the first record?
6.4 kJ/mol

***

The highest energy above the lowest of the compared OMol25 structures with the same formula, charge and spin belongs to which entry?
C41H54IKN2O6P3S

***

What did the fourth record say?
Molecular formula: C9H14SSi
Method: DFT, the ωB97M-V functional and the def2-TZVPD basis

Atoms and positions in Å:
C  -0.135  -1.439  2.307
Si  -0.378  -1.630  0.472
C  -1.605  -0.321  0.018
C  -1.101  -3.320  0.053
S  1.331  -1.274  -0.824
C  1.250  0.523  -0.846
C  1.681  1.317  0.221
C  1.518  2.683  0.165
C  0.912  3.276  -0.904
C  0.450  2.516  -1.963
C  0.650  1.150  -1.942
H  0.700  -2.053  2.623
H  0.003  -0.414  2.631
H  -1.053  -1.837  2.728
H  -2.589  -0.662  0.292
H  -1.550  -0.061  -1.047
H  -1.393  0.579  0.608
H  -0.554  -4.105  0.571
H  -1.089  -3.519  -1.013
H  -2.143  -3.313  0.400
H  2.187  0.839  1.007
H  1.738  3.263  1.032
H  0.824  4.342  -0.998
H  -0.012  2.918  -2.832
H  0.359  0.541  -2.760

Results
- Total charge: 0
- LUMO: 0.8 eV
- Orbital gap: 0.354 Ha
- HOMO energy: -8.8 eV
- Energy above the lowest of the compared OMol25 structures with the same formula, charge and spin: 0.0 kJ/mol

Now the Mulliken charges, all in e: -1.02 0.47 -1.07 -1.05 -0.28 0.06 -0.24 -0.61 -0.37 -0.54 -0.42 0.31 0.34 0.31 0.44 0.30 0.28 0.31 0.29 0.32 0.51 0.38 0.37 0.42 0.48